1.
Computed, not measured: a cluster of 2 separate species, CH2ClN in total in a non-equilibrium geometry, with ωB97M-V/def2-TZVPD.

Structure (XYZ):
```
5
Properties=species:S:1:pos:R:3:forces:R:3:nbo_charge:R:1
C 1.024 -0.863 1.140 1.7 -1.1 -0.7 0.068
N -0.028 -0.721 1.545 -1.2 0.5 0.4 -0.306
H 1.978 -1.228 0.771 -0.5 0.6 0.2 0.238
Cl -1.605 2.013 -2.039 0.4 -2.3 1.1 -0.296
H -1.370 0.799 -1.416 -0.4 2.2 -1.1 0.296
```
Forces are in eV/Å.

Computed properties:
Highest occupied orbital energy   -11.64 eV
Relative energy (zero: lowest compared OMol25 entry of this formula, charge and spin)   4.85 kcal/mol
Total charge   0
Multiplicity   1
Kohn-Sham gap   12.39 eV
SMILES   C#N.Cl


2.
Computed, not measured: a cluster of 11 separate species, C15H33F2N9O24 in total in a non-equilibrium geometry, with ωB97M-V/def2-TZVPD.

Structure (XYZ):
```
83
Properties=species:S:1:pos:R:3:forces:R:3:mulliken_charge:R:1
O 5.491 5.066 1.736 0.4 0.0 -0.7 -0.475
C 5.121 3.953 1.824 -0.3 0.3 1.5 0.596
O 3.919 3.626 2.367 -0.7 0.2 -0.4 -0.333
C 3.710 2.234 2.256 0.4 -0.1 0.3 0.631
C 5.153 1.733 2.158 -1.8 -0.8 -0.4 0.309
F 5.144 0.681 1.282 0.7 0.1 -0.1 -0.213
O 5.860 2.822 1.645 0.3 -0.4 0.0 -0.320
H 3.188 1.840 3.126 0.1 0.3 0.2 -0.223
H 3.113 1.959 1.383 0.2 0.1 -0.2 -0.278
H 5.477 1.349 3.124 0.8 0.3 -0.1 0.272
O -3.668 -0.700 -0.195 0.0 -0.5 -0.3 -0.553
C -4.655 -0.161 -0.559 0.1 0.6 0.1 0.591
O -5.520 0.397 0.292 -0.1 0.0 1.0 -0.338
C -6.551 1.036 -0.383 -1.8 0.6 -1.3 -0.418
C -6.343 0.565 -1.836 -0.3 1.4 -0.3 0.289
F -6.386 1.639 -2.691 0.2 -0.2 0.0 -0.292
O -5.043 0.008 -1.847 -1.0 -0.4 0.3 -0.204
H -7.579 0.829 -0.059 0.4 -1.1 0.4 0.297
H -6.619 2.125 -0.276 1.3 0.0 -0.3 0.260
H -7.118 -0.091 -2.232 0.4 -0.5 0.2 0.256
C -0.804 -0.814 0.124 -2.0 -0.8 0.8 -0.468
N -0.619 0.599 0.487 1.1 -0.4 -0.1 1.145
O -1.473 1.407 0.236 -0.3 0.2 -0.3 -0.577
O 0.406 0.857 1.098 0.4 0.4 0.1 -0.377
H -0.706 -1.104 -0.918 0.5 0.6 -0.1 0.199
H -1.874 -0.922 0.334 0.4 -0.3 -0.2 0.854
H -0.281 -1.451 0.828 0.5 0.3 -0.2 -0.548
C 1.859 1.631 -3.948 0.8 0.5 -0.2 -0.901
N 0.908 1.680 -2.803 0.0 1.2 0.4 0.801
O 0.855 0.737 -2.036 -0.1 -0.2 -0.5 -0.310
O 0.335 2.744 -2.612 0.1 -0.7 -0.3 -0.506
H 2.775 1.201 -3.550 -0.1 -0.4 -0.2 0.298
H 2.071 2.650 -4.263 -0.2 0.1 0.3 0.353
H 1.513 1.121 -4.843 -0.4 -0.5 0.5 0.287
C 3.077 -0.930 -0.401 -1.5 -0.7 -0.1 -0.195
N 3.963 -1.331 -1.499 0.7 0.4 -0.2 1.047
O 3.460 -1.490 -2.596 -0.2 -0.1 0.0 -0.610
O 5.153 -1.390 -1.282 0.1 -0.2 0.1 -0.593
H 3.515 -1.071 0.575 0.5 0.5 -0.2 0.220
H 2.223 -1.608 -0.444 0.0 0.0 -0.1 0.150
H 2.679 0.042 -0.675 0.3 0.2 0.4 -0.057
C -2.612 1.549 -3.005 1.4 -0.3 0.5 -0.712
N -3.176 2.815 -2.478 -0.7 -0.2 -0.3 1.138
O -2.777 3.863 -2.931 0.1 -0.1 0.1 -0.609
O -4.060 2.704 -1.650 0.1 0.1 0.3 -0.575
H -2.138 1.035 -2.169 -0.3 0.1 0.3 -0.025
H -1.782 1.819 -3.650 -0.4 0.0 -0.5 0.450
H -3.362 0.871 -3.396 -0.2 0.4 -0.2 0.275
C 1.044 3.923 0.553 0.6 -0.6 -0.5 -0.492
N 1.079 5.357 0.204 0.3 1.1 0.3 1.028
O 2.093 5.964 0.501 0.1 -0.3 0.1 -0.606
O 0.144 5.872 -0.365 -0.4 -0.5 0.0 -0.592
H 1.985 3.554 0.144 -0.2 -0.2 -0.2 0.066
H 0.187 3.452 0.088 -0.1 0.0 0.2 0.282
H 1.141 3.746 1.619 -0.4 0.5 0.1 0.311
C 2.553 -3.598 3.826 -1.2 0.6 -0.1 -0.796
N 2.317 -3.001 2.481 0.2 -1.1 -1.2 0.923
O 1.253 -2.475 2.219 0.2 0.2 0.5 -0.440
O 3.201 -3.183 1.655 -0.2 0.2 0.5 -0.583
H 1.815 -3.117 4.469 0.6 0.3 0.4 0.266
H 3.608 -3.441 4.006 -0.1 -0.2 0.5 0.310
H 2.223 -4.634 3.809 0.4 -0.1 -0.4 0.278
C 0.707 0.749 4.244 0.9 -0.9 -1.5 -0.297
N 0.208 -0.618 4.592 -2.2 1.2 1.2 0.934
O 0.455 -1.039 5.707 1.0 -0.5 -0.3 -0.581
O -0.709 -1.034 3.911 0.6 -0.3 -0.6 -0.473
H 1.048 0.703 3.209 -0.2 -0.1 0.0 -0.304
H 1.578 0.994 4.839 -0.5 0.3 0.6 0.410
H -0.190 1.358 4.221 0.2 0.4 0.6 0.362
C -2.091 -3.781 -4.531 0.3 -0.1 0.9 -0.812
N -2.101 -2.736 -3.455 -1.3 0.1 0.2 0.923
O -1.334 -2.833 -2.532 1.1 -0.3 0.1 -0.511
O -3.036 -1.964 -3.451 0.0 0.4 -0.6 -0.514
H -2.161 -3.376 -5.532 0.0 0.3 0.1 0.294
H -2.993 -4.327 -4.261 0.1 -0.3 -0.4 0.303
H -1.186 -4.349 -4.348 -0.1 -0.2 -0.3 0.309
C -1.516 -4.383 0.891 0.1 -0.3 0.3 -0.518
N -0.875 -5.539 1.600 -0.4 0.5 -0.2 0.922
O 0.281 -5.423 1.933 0.4 -0.1 0.2 -0.555
O -1.575 -6.504 1.796 0.0 -0.3 0.2 -0.570
H -1.936 -3.735 1.657 0.1 0.0 0.0 0.303
H -2.311 -4.833 0.308 0.1 0.3 -0.3 0.332
H -0.729 -3.876 0.345 -0.2 0.0 -0.2 0.079
```
Forces are in eV/Å.

Computed properties:
Highest occupied orbital energy   -10.51 eV
Relative energy (zero: lowest compared OMol25 entry of this formula, charge and spin)   36.59 kcal/mol
Total charge   0
Multiplicity   1
Kohn-Sham gap   10.06 eV
SMILES   O=C1OC[C@@H](F)O1.O=C1OC[C@@H](F)O1.C[N+](=O)[O-].C[N+](=O)[O-].C[N+](=O)[O-].C[N+](=O)[O-].C[N+](=O)[O-].C[N+](=O)[O-].C[N+](=O)[O-].C[N+](=O)[O-].C[N+](=O)[O-]


3.
Computed, not measured: a structure of composition C16H36N6O6P2Ru in a non-equilibrium geometry, with ωB97M-V/def2-TZVPD.

Structure (XYZ):
```
67
Properties=species:S:1:pos:R:3:forces:R:3:lowdin_spin:R:1
Ru 0.851 -0.385 0.072 -0.7 1.2 0.4 1.183
C 1.857 -3.210 1.020 -0.3 -0.1 0.3 0.021
N 0.672 -3.912 0.606 -0.8 0.7 0.3 -0.002
C 0.754 -4.475 -0.728 0.0 -0.2 -0.4 0.000
P -0.719 -3.206 1.207 -1.2 -4.0 0.4 -0.002
O -0.569 -1.778 1.551 1.4 2.9 -0.3 -0.025
O -1.838 -3.409 0.027 0.9 0.7 -0.1 0.002
P -1.951 -2.299 -1.149 -3.9 -1.9 -0.1 0.005
O -0.705 -1.542 -1.358 3.0 2.2 0.7 -0.023
N -2.319 -3.239 -2.475 1.1 1.1 1.5 -0.038
C -2.044 -2.678 -3.776 0.0 0.4 -0.6 -0.004
C -3.317 -4.276 -2.419 -0.5 -0.5 0.0 -0.004
N -3.219 -1.348 -0.629 1.9 -0.5 -0.5 -0.045
C -4.482 -1.914 -0.225 -0.6 -0.2 0.2 -0.005
C -3.226 0.061 -0.927 0.0 0.5 0.0 -0.005
N -1.303 -4.142 2.431 1.1 1.6 -1.3 0.000
C -1.098 -5.569 2.457 0.0 -0.7 0.1 0.000
C -1.827 -3.536 3.629 -0.4 0.2 0.7 -0.001
H 2.733 -3.832 0.848 0.1 0.2 -0.1 0.002
H 1.798 -2.949 2.078 0.2 0.0 -0.1 0.000
H 1.965 -2.257 0.434 0.3 -0.2 0.0 0.007
H 1.508 -5.263 -0.739 0.0 0.0 0.0 0.000
H 1.035 -3.705 -1.457 0.0 -0.1 -0.1 0.000
H -0.201 -4.904 -1.017 0.1 -0.1 -0.1 0.000
H -1.188 -2.010 -3.702 0.0 0.0 -0.2 0.000
H -2.897 -2.120 -4.174 0.0 0.0 0.0 -0.002
H -1.814 -3.482 -4.478 0.1 0.1 0.1 -0.001
H -3.314 -4.733 -1.433 -0.1 -0.2 0.0 0.000
H -3.078 -5.031 -3.172 0.0 0.0 0.1 0.000
H -4.323 -3.901 -2.635 0.0 0.0 0.0 -0.003
H -4.360 -2.958 0.050 -0.1 0.0 0.0 0.000
H -5.235 -1.830 -1.015 0.1 -0.1 0.0 -0.002
H -4.858 -1.361 0.640 0.0 -0.1 0.0 -0.002
H -2.214 0.387 -1.172 -0.2 0.1 0.0 0.000
H -3.576 0.605 -0.047 0.0 0.1 0.0 -0.002
H -3.902 0.298 -1.754 0.1 0.0 0.0 -0.002
H -0.640 -5.899 1.527 0.0 -0.2 0.1 0.000
H -2.053 -6.083 2.590 0.0 0.1 -0.1 0.000
H -0.456 -5.859 3.294 0.1 0.1 -0.1 0.000
H -1.963 -2.470 3.466 -0.1 0.0 0.2 0.000
H -1.153 -3.689 4.475 0.0 0.0 0.0 0.000
H -2.784 -3.988 3.892 0.0 0.1 -0.1 0.000
O 0.493 1.622 -1.294 0.2 -1.0 0.5 0.013
C 0.669 2.872 -0.645 0.1 0.8 0.3 0.000
C 0.889 2.667 0.831 0.1 0.5 -0.7 -0.003
C 1.332 3.722 1.625 -0.3 -0.5 -0.2 -0.004
C 1.502 3.509 2.981 -0.1 -0.1 0.0 0.004
C 1.207 2.259 3.511 -0.2 0.0 -0.3 -0.005
C 0.783 1.257 2.655 0.0 -0.3 1.0 -0.003
N 0.633 1.470 1.353 0.4 -2.1 -1.3 -0.055
H 0.401 1.773 -2.243 0.0 -0.3 -0.1 0.001
H -0.225 3.497 -0.785 0.2 -0.2 0.0 0.000
H 1.528 3.414 -1.064 -0.2 -0.1 0.0 0.001
H 1.537 4.678 1.172 0.0 0.1 -0.1 -0.001
H 1.859 4.305 3.617 0.0 0.1 0.1 0.000
H 1.317 2.067 4.565 0.0 -0.1 0.1 -0.001
H 0.545 0.259 3.013 0.1 0.1 0.0 -0.001
N 5.335 -0.383 -2.008 -0.4 -0.1 -0.4 0.002
C 5.148 -0.034 -0.580 -0.4 0.1 1.0 -0.001
C 3.635 -0.184 -0.300 0.8 -0.3 -1.4 -0.002
O 3.173 -0.012 0.829 -2.0 0.2 0.7 -0.049
O 2.946 -0.515 -1.304 -1.0 0.2 0.3 0.053
H 5.895 -1.230 -2.151 -0.1 0.2 0.0 0.000
H 5.745 0.370 -2.572 -0.1 -0.2 0.1 0.000
H 4.324 -0.562 -2.304 0.8 0.0 -0.2 0.001
H 5.464 0.986 -0.356 0.0 -0.1 -0.2 0.000
H 5.699 -0.701 0.084 0.1 0.0 -0.2 0.000
```
Forces are in eV/Å.

Computed properties:
Highest occupied orbital energy (spin up / spin down)   -16.04 / -16.44 eV
Total charge   +3
Multiplicity   2
Kohn-Sham gap (spin up / spin down)   3.38 / 5.30 eV


4.
Computed, not measured: a cluster of 3 separate species, C2H11N2O2 in total in a non-equilibrium geometry, with ωB97M-V/def2-TZVPD.

Structure (XYZ):
```
17
Properties=species:S:1:pos:R:3:forces:R:3:nbo_charge:R:1
C 0.037 0.868 -0.663 -1.7 -0.9 -1.4 -0.418
N -0.938 0.012 0.061 1.2 -1.1 0.6 -0.488
C -0.684 -0.362 1.278 0.0 1.6 1.8 0.407
N -1.544 -0.806 2.201 -0.4 -0.7 -2.2 -0.733
H -0.646 1.313 -1.392 0.4 0.9 0.3 0.244
H 0.692 0.318 -1.335 0.4 -0.3 0.6 0.227
H 0.529 1.546 0.019 0.0 0.1 -0.1 0.239
H -1.710 -0.427 -0.431 0.0 0.4 -0.4 0.449
H 0.282 -0.087 1.693 0.0 0.2 -0.2 0.219
H -2.460 -1.051 1.850 -0.2 0.0 0.4 0.406
H -1.517 -0.431 3.122 0.5 -0.2 0.7 0.438
H 3.246 1.957 -0.344 0.7 0.0 -0.9 0.478
H 4.316 1.197 0.586 0.6 -0.1 -0.7 0.491
O 3.489 1.654 0.518 -1.4 0.1 1.5 -0.968
H -0.276 -1.912 -2.212 0.6 -0.2 0.0 0.479
H -1.674 -2.263 -2.638 -0.1 0.1 -0.1 0.494
O -1.142 -1.527 -2.313 -0.5 0.0 0.1 -0.964
```
Forces are in eV/Å.

Computed properties:
Highest occupied orbital energy   -14.54 eV
Relative energy (zero: lowest compared OMol25 entry of this formula, charge and spin)   30.86 kcal/mol
Total charge   +1
Multiplicity   1
Kohn-Sham gap   10.77 eV


5.
Computed, not measured: the molecule CH4N2O in a non-equilibrium geometry, with ωB97M-V/def2-TZVPD.

Structure (XYZ):
```
8
Properties=species:S:1:pos:R:3:forces:R:3:nbo_charge:R:1
H -0.386 1.305 -0.960 -0.7 1.4 1.2 0.341
N -0.013 0.566 -1.477 1.0 -3.5 -0.5 -0.664
C 0.216 -0.473 -0.752 0.8 1.2 -0.5 0.239
N 0.206 -0.507 0.666 -0.5 -0.9 -0.2 -0.339
O -0.521 0.570 1.136 -0.7 1.4 1.0 -0.586
H 0.693 -1.395 -1.139 -0.6 0.5 -0.1 0.170
H -0.267 -1.348 1.069 0.7 0.9 -0.6 0.364
H 0.072 1.282 1.456 0.0 -1.0 -0.3 0.475
```
Forces are in eV/Å.

Computed properties:
Highest occupied orbital energy   -9.79 eV
Relative energy (zero: lowest compared OMol25 entry of this formula, charge and spin)   72.82 kcal/mol
Total charge   0
Multiplicity   1
Kohn-Sham gap   10.66 eV
SMILES   [H]/N=C\NO


6.
Computed, not measured: a cluster of 4 separate species, C4H15NO4S in total in a non-equilibrium geometry, with ωB97M-V/def2-TZVPD.

Structure (XYZ):
```
25
Properties=species:S:1:pos:R:3:forces:R:3:nbo_charge:R:1
N 0.507 -0.547 -1.603 -0.3 1.0 0.1 -0.824
C 0.385 -0.850 -0.276 -0.1 -1.4 -1.5 0.673
O 0.301 -2.058 -0.039 0.2 0.9 1.2 -0.655
C 0.270 0.278 0.707 -2.3 -0.2 0.6 -0.512
C -0.762 -0.073 1.836 1.6 -0.9 0.8 -0.400
C -2.027 -0.824 1.445 -0.7 0.4 0.5 -0.525
S -3.187 0.145 0.418 0.4 0.1 -0.3 -0.058
H 0.408 -1.385 -2.155 0.1 0.2 -0.3 0.398
H 0.250 0.361 -1.998 0.5 -0.4 0.3 0.417
H 1.154 0.560 1.211 1.3 -0.1 0.3 0.242
H -0.050 1.181 0.215 -0.1 0.3 -0.6 0.224
H -0.156 -0.708 2.534 -0.7 0.0 -0.4 0.210
H -0.932 0.808 2.464 -0.4 0.1 -0.5 0.219
H -1.879 -1.785 0.995 0.7 -0.2 -0.6 0.242
H -2.628 -1.130 2.313 0.2 0.6 0.1 0.231
H -2.357 0.333 -0.645 -0.3 -0.1 0.4 0.106
O 2.577 2.552 -1.638 0.6 0.4 0.2 -0.928
H 3.526 2.390 -1.745 -0.2 -0.4 -0.1 0.467
H 2.602 3.471 -1.340 -0.4 -0.1 0.0 0.463
O 1.989 -3.209 2.074 1.2 -0.6 0.7 -0.957
H 1.897 -2.258 2.062 -0.7 -0.1 -0.4 0.473
H 1.199 -3.677 1.806 -0.4 0.7 -0.3 0.486
O -0.639 2.055 -2.849 -0.4 -0.1 0.0 -0.941
H -1.369 1.465 -3.082 0.1 0.1 -0.1 0.470
H -1.080 2.904 -2.711 0.2 -0.1 0.0 0.481
```
Forces are in eV/Å.

Computed properties:
Highest occupied orbital energy   -9.12 eV
Relative energy (zero: lowest compared OMol25 entry of this formula, charge and spin)   6.87 kcal/mol
Total charge   0
Multiplicity   1
Kohn-Sham gap   9.34 eV
SMILES   NC(=O)CCCS.O.O.O